one) C3H10NO3 as an isolated structure. Source: the OMol25 dataset; level of theory: ωB97M-V/def2-TZVPD.

The calculation puts the LUMO energy at 4.20 eV. The frontier orbital gap is 8.775 eV. As for the total charge: -1.

Last column: Löwdin charge in e.
Element x y z (Å)
C (-0.30, -0.58, 1.40)  -0.27
O (-0.90, -1.73, 0.78)  -0.13
C (-0.39, 0.74, 0.60)  -0.34
C (0.30, 0.77, -0.81)  -0.30
O (-0.58, 0.32, -1.83)  -0.16
N (0.53, 1.90, 1.59)  -0.01
H (-0.79, -0.52, 2.41)  0.12
H (0.78, -0.66, 1.46)  0.10
H (-1.54, 0.78, 0.36)  0.18
H (1.18, 0.10, -0.71)  0.12
H (0.51, 1.82, -0.99)  0.09
H (-0.22, -0.65, -1.94)  0.02
H (-0.43, 1.95, 0.76)  0.06
H (1.33, 2.12, 1.01)  -0.03
H (0.61, -2.56, -2.41)  -0.01
H (-0.45, -1.77, -0.14)  0.02
O (0.35, -2.04, -1.53)  -0.47

=====

two) A 2-piece molecular cluster, C3H10NO3 overall. Source: the OMol25 dataset; level of theory: ωB97M-V/def2-TZVPD.

The calculation puts the LUMO energy at 3.79 eV. The frontier orbital gap is 6.407 eV. As for the total charge: -1.

Last column: Löwdin charge in e.
Element x y z (Å)
N (1.57, 0.88, -0.28)  0.00
C (0.68, -0.19, 0.28)  -0.35
C (-0.72, -0.19, 0.03)  -0.27
O (-1.10, -1.52, -0.53)  -0.19
C (0.72, 0.03, 1.96)  -0.53
O (0.36, -0.97, 2.71)  -0.31
H (2.31, 1.26, 0.31)  0.04
H (1.93, 0.65, -1.20)  0.04
H (1.11, -1.24, 0.04)  0.16
H (-1.57, 0.04, 0.78)  0.15
H (-1.03, 0.34, -0.90)  0.06
H (-1.16, -2.20, 0.30)  0.14
H (1.71, 0.33, 2.23)  0.05
H (0.17, 0.93, 2.11)  0.06
H (-2.12, 0.53, -1.91)  0.10
H (-0.99, 0.87, -2.98)  0.02
O (-1.87, 0.46, -2.96)  -0.15

=====

Ranked by calculated energy, most stable first: two), one).

=====

one) One molecule with the formula C3H8NO2. Source: the OMol25 dataset; level of theory: ωB97M-V/def2-TZVPD.

The calculation puts the LUMO energy (spin up / spin down) at 0.85 / -1.88 eV. The multiplicity is 2. The frontier orbital gap (spin up / spin down) is 10.346 / 7.561 eV. Its expectation value of S² is 0.755.

Last column: Löwdin charge in e.
Element x y z (Å)
C (0.71, 0.36, 0.83)  -0.22
C (0.77, -1.22, 0.83)  -0.26
O (-0.42, -1.87, 1.23)  -0.08
N (-0.54, 0.78, 0.20)  -0.05
C (-0.51, 0.59, -1.26)  -0.38
O (0.00, 1.61, -1.93)  0.06
H (1.71, 0.50, 0.26)  0.14
H (0.82, 0.62, 1.87)  0.10
H (0.88, -1.43, -0.24)  0.09
H (1.48, -1.55, 1.59)  0.12
H (-1.13, -1.66, 0.62)  0.07
H (-0.69, 1.74, 0.50)  0.11
H (-0.10, -0.39, -1.52)  0.13
H (-1.58, 0.44, -1.59)  0.16

=====

two) One molecule with the formula C3H8NO2. Source: the OMol25 dataset; level of theory: ωB97M-V/def2-TZVPD.

The calculation puts the LUMO energy (spin up / spin down) at 0.09 / -0.06 eV. The multiplicity is 2. The frontier orbital gap (spin up / spin down) is 3.917 / 8.073 eV. Its expectation value of S² is 0.753.

Last column: Löwdin charge in e.
Element x y z (Å)
O (1.94, 0.71, 0.36)  -0.13
C (1.26, -0.17, -0.09)  -0.42
C (-0.23, -0.25, 0.38)  -0.30
C (-1.15, 0.05, -0.78)  -0.26
O (-1.10, -1.15, -1.53)  -0.06
N (-0.35, 0.73, 1.54)  0.18
H (1.44, -0.88, -0.89)  0.06
H (-0.43, -1.32, 0.86)  0.17
H (-0.92, 1.07, -1.28)  0.16
H (-2.11, 0.12, -0.47)  0.06
H (-0.44, -1.26, -2.20)  0.08
H (0.43, 1.31, 1.63)  0.09
H (-1.25, 1.32, 1.45)  0.19
H (-0.29, 0.19, 2.44)  0.18

=====

Ranked by calculated energy, most stable first: one), two).

=====

one) One molecule with the formula C20H22N4O2. Source: the OMol25 dataset; level of theory: ωB97M-V/def2-TZVPD.

The calculation puts the LUMO energy at 0.73 eV. The frontier orbital gap is 9.171 eV. As for the SMILES: c1ccc2c(c1)ncn2CCOCCOCCn1cnc2ccccc21.

Last column: Löwdin charge in e.
Element x y z (Å)
C (4.81, 1.72, 2.75)  -0.10
C (4.99, 1.73, 1.38)  -0.02
C (4.24, 0.82, 0.64)  -0.24
N (4.21, 0.60, -0.72)  0.12
C (3.35, -0.35, -0.89)  -0.14
N (2.80, -0.82, 0.27)  -0.03
C (3.35, -0.06, 1.28)  -0.17
C (3.17, -0.06, 2.65)  -0.02
C (3.92, 0.85, 3.38)  -0.10
H (3.82, 0.88, 4.45)  0.10
H (2.49, -0.73, 3.14)  0.11
C (1.74, -1.79, 0.39)  -0.10
C (0.38, -1.08, 0.46)  -0.18
O (0.16, -0.22, -0.63)  -0.15
C (-0.29, -0.86, -1.81)  -0.18
C (-0.41, 0.18, -2.93)  -0.18
O (-1.50, 1.06, -2.78)  -0.13
C (-1.30, 2.13, -1.87)  -0.18
C (-2.54, 2.31, -1.00)  -0.09
N (-2.65, 1.28, -0.01)  -0.02
C (-2.12, 1.29, 1.24)  -0.14
N (-2.28, 0.19, 1.91)  0.12
C (-2.96, -0.65, 1.05)  -0.26
C (-3.39, -1.96, 1.22)  -0.03
C (-4.04, -2.56, 0.17)  -0.10
C (-4.27, -1.89, -1.04)  -0.10
C (-3.85, -0.59, -1.23)  -0.03
C (-3.19, 0.03, -0.17)  -0.18
H (-4.01, -0.07, -2.17)  0.11
H (-4.78, -2.40, -1.84)  0.10
H (-4.38, -3.58, 0.26)  0.10
H (-3.21, -2.48, 2.15)  0.11
H (-1.62, 2.16, 1.64)  0.13
H (-2.49, 3.28, -0.49)  0.13
H (-3.43, 2.29, -1.64)  0.13
H (-0.43, 1.94, -1.23)  0.12
H (-1.13, 3.05, -2.45)  0.13
H (-0.60, -0.35, -3.87)  0.13
H (0.53, 0.74, -3.01)  0.13
H (-1.26, -1.34, -1.64)  0.12
H (0.43, -1.63, -2.14)  0.12
H (0.34, -0.44, 1.34)  0.12
H (-0.42, -1.83, 0.53)  0.12
H (1.89, -2.38, 1.30)  0.13
H (1.79, -2.46, -0.47)  0.12
H (3.09, -0.77, -1.84)  0.13
H (5.67, 2.40, 0.90)  0.11
H (5.38, 2.41, 3.36)  0.10

=====

two) One molecule with the formula C20H22N4O2. Source: the OMol25 dataset; level of theory: ωB97M-V/def2-TZVPD.

The calculation puts the LUMO energy at -0.03 eV. The frontier orbital gap is 7.724 eV. As for the SMILES: N#Cc1c2c(c(NCCOCCO)n3c1nc1ccccc13)CCCC2.

Last column: Löwdin charge in e.
Element x y z (Å)
N (4.94, 2.68, -1.11)  0.17
C (4.04, 2.05, -0.79)  -0.19
C (2.97, 1.23, -0.40)  -0.10
C (3.09, -0.14, -0.29)  -0.11
C (1.99, -0.92, 0.12)  -0.11
C (0.75, -0.35, 0.35)  -0.17
N (0.62, 1.01, 0.23)  0.14
C (-0.44, 1.88, 0.41)  -0.12
C (-1.79, 1.72, 0.71)  -0.03
C (-2.57, 2.86, 0.79)  -0.09
C (-2.04, 4.14, 0.58)  -0.09
C (-0.71, 4.31, 0.27)  -0.01
C (0.09, 3.17, 0.18)  -0.22
N (1.41, 3.10, -0.13)  0.18
C (1.72, 1.83, -0.10)  -0.21
H (-0.28, 5.28, 0.10)  0.11
H (-2.69, 4.99, 0.66)  0.10
H (-3.62, 2.76, 1.03)  0.10
H (-2.26, 0.77, 0.86)  0.08
N (-0.33, -1.12, 0.74)  0.06
H (-1.06, -0.58, 1.18)  0.11
C (-0.88, -2.10, -0.17)  -0.15
C (-1.90, -1.49, -1.15)  -0.20
O (-3.03, -1.10, -0.41)  -0.18
C (-4.02, -0.45, -1.19)  -0.20
C (-5.22, -0.17, -0.29)  -0.24
O (-5.83, -1.36, 0.14)  -0.05
H (-5.15, -1.91, 0.54)  0.09
H (-5.97, 0.39, -0.84)  0.13
H (-4.89, 0.43, 0.57)  0.11
H (-3.62, 0.49, -1.60)  0.13
H (-4.32, -1.10, -2.03)  0.13
H (-2.18, -2.22, -1.91)  0.13
H (-1.46, -0.61, -1.65)  0.13
H (-0.08, -2.56, -0.75)  0.12
H (-1.39, -2.87, 0.42)  0.13
C (2.29, -2.37, 0.40)  -0.15
H (2.45, -2.92, -0.53)  0.12
C (3.55, -2.43, 1.26)  -0.18
H (3.34, -1.90, 2.20)  0.12
H (3.76, -3.47, 1.52)  0.11
C (4.76, -1.79, 0.57)  -0.17
H (5.43, -2.57, 0.18)  0.11
H (5.33, -1.21, 1.30)  0.11
C (4.36, -0.87, -0.59)  -0.12
H (4.19, -1.48, -1.48)  0.13
H (5.16, -0.17, -0.81)  0.11
H (1.46, -2.83, 0.93)  0.11

=====

Ranked by calculated energy, most stable first: one), two).

=====

one) An isolated ion of composition C4H13N3 and charge -1. Source: the OMol25 dataset; level of theory: ωB97M-V/def2-TZVPD.

The calculation puts the LUMO energy (spin up / spin down) at 3.66 / 3.55 eV. The multiplicity is 2. The frontier orbital gap (spin up / spin down) is 2.202 / 8.602 eV. As for the total charge: -1. Its expectation value of S² is 0.750.

Last column: Löwdin charge in e.
Element x y z (Å)
C (0.65, 0.33, -0.44)  -0.29
C (-0.38, -0.16, -1.48)  -0.23
C (-1.76, 0.30, -1.01)  -0.33
N (-2.96, -0.03, -1.79)  -0.03
N (0.79, -0.69, 0.62)  -0.09
C (1.90, -0.42, 1.54)  -0.64
N (1.60, 0.59, 2.55)  -0.08
H (0.33, 1.33, -0.13)  0.09
H (1.63, 0.29, -0.92)  0.09
H (-0.25, -1.19, -1.59)  0.08
H (-0.18, 0.32, -2.45)  0.10
H (-1.74, 1.39, -0.97)  0.09
H (-1.94, -0.04, 0.01)  0.10
H (-3.38, -0.88, -1.42)  0.05
H (-2.77, -0.15, -2.77)  0.05
H (-0.07, -0.76, 1.16)  0.07
H (1.98, -1.40, 2.02)  0.03
H (2.86, -0.32, 1.05)  0.05
H (1.37, 0.19, 3.45)  -0.05
H (2.32, 1.29, 2.59)  -0.05

=====

two) An isolated ion of composition C4H13N3 and charge -1. Source: the OMol25 dataset; level of theory: ωB97M-V/def2-TZVPD.

The calculation puts the LUMO energy (spin up / spin down) at 3.93 / 3.77 eV. The multiplicity is 2. The frontier orbital gap (spin up / spin down) is 2.539 / 8.965 eV. As for the total charge: -1. Its expectation value of S² is 0.750.

Last column: Löwdin charge in e.
Element x y z (Å)
C (1.11, 1.18, 0.43)  -0.30
N (0.45, 0.17, -0.36)  -0.08
C (0.10, -1.10, 0.24)  -0.42
C (0.03, -2.17, -0.81)  -0.55
N (-0.88, -1.89, -1.93)  -0.07
C (0.20, 2.36, 0.74)  -0.33
N (-0.96, 1.96, 1.54)  -0.01
H (2.00, 1.58, -0.05)  0.10
H (1.37, 0.76, 1.42)  0.10
H (0.93, -0.01, -1.23)  0.09
H (-0.88, -1.08, 0.73)  0.06
H (0.80, -1.50, 1.00)  0.07
H (1.04, -2.36, -1.20)  0.07
H (-0.28, -3.13, -0.36)  0.01
H (-1.56, -1.18, -1.68)  0.02
H (-1.40, -2.75, -2.13)  -0.01
H (-0.05, 2.82, -0.23)  0.10
H (0.82, 3.10, 1.26)  0.09
H (-1.83, 2.29, 1.12)  0.04
H (-1.03, 0.95, 1.50)  0.02

=====

Ranked by calculated energy, most stable first: two), one).